Record 1
A structure of composition C48H64BCrN8O4PS, computed with the ωB97M-V functional and the def2-TZVPD basis.

Structure (XYZ):
```
128
Properties=species:S:1:pos:R:3:lowdin_charge:R:1
Cr 0.392 -0.524 -0.218 0.738
C -1.913 -5.496 0.996 -0.024
C -0.863 -4.787 0.206 -0.277
C -0.052 -5.315 -0.767 0.009
C 0.762 -4.252 -1.205 -0.227
N 0.458 -3.142 -0.523 0.146
N -0.528 -3.488 0.341 0.017
B -1.089 -2.565 1.429 -0.569
N -2.089 -1.592 0.796 0.023
N -1.841 -0.968 -0.387 0.095
C -3.034 -0.561 -0.851 -0.230
C -4.028 -0.864 0.088 0.013
C -3.386 -1.508 1.123 -0.263
C -3.961 -2.017 2.402 -0.014
C -3.347 -0.103 -2.265 -0.493
C -4.751 0.516 -2.314 -0.055
C -2.361 0.927 -2.846 -0.028
C -3.345 -1.375 -3.133 -0.042
N -0.002 -1.788 2.192 -0.014
N -0.180 -0.444 2.391 0.134
C 0.300 -0.164 3.596 -0.238
C 0.822 -1.342 4.183 0.034
C 0.618 -2.337 3.271 -0.302
C 0.915 -3.797 3.371 -0.017
C 0.115 1.126 4.365 -0.523
C -0.005 2.343 3.461 -0.036
C 1.298 1.349 5.317 -0.050
C -1.175 0.965 5.190 -0.045
C 1.888 -4.492 -2.193 -0.531
C 3.061 -5.094 -1.398 -0.037
C 1.434 -5.505 -3.256 -0.060
C 2.371 -3.245 -2.917 -0.049
H -2.024 -6.508 0.609 0.077
H -2.876 -4.988 0.924 0.077
H -1.640 -5.553 2.050 0.073
H -0.046 -6.335 -1.110 0.103
H -1.678 -3.262 2.206 0.118
H -5.078 -0.638 0.039 0.110
H -4.946 -1.578 2.552 0.080
H -3.318 -1.748 3.240 0.083
H -4.063 -3.104 2.391 0.074
H -4.826 1.335 -1.598 0.072
H -5.533 -0.217 -2.109 0.077
H -4.927 0.918 -3.313 0.087
H -1.487 1.027 -2.219 0.035
H -2.835 1.905 -2.904 0.075
H -2.051 0.642 -3.853 0.096
H -4.029 -2.121 -2.722 0.085
H -2.344 -1.808 -3.167 0.076
H -3.665 -1.134 -4.150 0.083
H 1.297 -1.431 5.144 0.113
H 1.773 -3.958 4.023 0.081
H 1.128 -4.229 2.391 0.076
H 0.063 -4.337 3.794 0.080
H 0.896 2.431 2.867 0.042
H -0.098 3.250 4.061 0.098
H -0.876 2.265 2.815 0.057
H 2.221 1.360 4.742 0.064
H 1.351 0.577 6.088 0.070
H 1.186 2.315 5.814 0.084
H -2.038 0.838 4.532 0.074
H -1.332 1.847 5.815 0.080
H -1.108 0.087 5.837 0.077
H 2.736 -5.981 -0.851 0.081
H 3.443 -4.363 -0.684 0.072
H 3.869 -5.381 -2.076 0.083
H 1.290 -6.500 -2.834 0.070
H 2.196 -5.585 -4.035 0.081
H 0.501 -5.183 -3.720 0.090
H 2.661 -2.482 -2.204 0.034
H 1.587 -2.862 -3.570 0.087
H 3.239 -3.491 -3.533 0.092
C 3.438 3.697 -0.894 -0.052
C 2.298 4.325 -0.141 -0.273
C 2.563 5.619 0.308 -0.060
C 1.637 6.381 0.991 -0.090
C 0.387 5.848 1.238 -0.084
C 0.098 4.568 0.801 -0.097
C 1.016 3.771 0.113 -0.233
P 0.469 2.024 -0.349 1.099
C -1.415 2.536 -0.335 -0.268
C -2.073 1.881 0.707 -0.148
C -3.378 2.174 1.077 -0.086
C -4.088 3.123 0.368 -0.098
C -3.467 3.765 -0.693 -0.069
C -2.146 3.508 -1.046 -0.290
C -1.565 4.300 -2.182 -0.036
C 0.891 2.118 -2.163 -0.264
C 1.261 3.302 -2.808 -0.132
C 1.617 3.320 -4.143 -0.083
C 1.609 2.137 -4.869 -0.089
C 1.238 0.964 -4.243 -0.053
C 0.874 0.927 -2.891 -0.312
C 0.512 -0.385 -2.273 -0.209
H 4.192 3.369 -0.187 0.071
H 3.162 2.821 -1.463 0.061
H 3.888 4.430 -1.568 0.088
H 3.551 6.026 0.123 0.112
H 1.892 7.378 1.328 0.095
H -0.357 6.416 1.782 0.097
H -0.883 4.173 1.019 0.094
H -1.524 1.133 1.264 0.053
H -3.833 1.660 1.916 0.104
H -5.111 3.364 0.630 0.098
H -4.026 4.503 -1.260 0.104
H -0.706 4.875 -1.837 0.075
H -2.306 4.994 -2.582 0.078
H -1.232 3.642 -2.984 0.071
H 1.306 4.225 -2.250 0.093
H 1.910 4.252 -4.611 0.100
H 1.901 2.131 -5.913 0.095
H 1.223 0.039 -4.811 0.110
H 1.257 -1.100 -2.619 0.015
H -0.423 -0.720 -2.733 0.046
O 2.827 3.096 2.328 -0.323
S 3.069 1.740 1.870 0.332
O 2.786 0.741 2.897 -0.349
O 2.014 1.445 0.698 -0.528
O 4.423 1.577 1.353 -0.353
N 4.307 -1.921 0.551 0.096
C 4.617 -1.269 -0.619 -0.070
C 3.447 -0.789 -1.094 -0.134
N 2.428 -1.113 -0.220 -0.026
C 2.986 -1.761 0.772 -0.146
H 4.967 -2.182 1.259 0.158
H 5.622 -1.190 -0.986 0.116
H 3.267 -0.201 -1.978 0.122
H 2.485 -2.168 1.625 0.121
```

Computed properties:
Highest occupied orbital energy (spin up / spin down) (eV): -5.20 / -5.09
Spin multiplicity: 2
Total charge: -1
<S²>: 0.846

Record 2
A structure of composition C48H64BCrN8O4PS, computed with the ωB97M-V functional and the def2-TZVPD basis.

Structure (XYZ):
```
128
Properties=species:S:1:pos:R:3:lowdin_charge:R:1
Cr -0.141 -0.047 -0.044 0.750
C 5.404 0.505 0.631 -0.024
C 4.105 1.227 0.490 -0.278
C 3.912 2.578 0.340 0.009
C 2.517 2.758 0.250 -0.228
N 1.904 1.574 0.346 0.146
N 2.886 0.651 0.503 0.016
B 2.644 -0.834 0.802 -0.568
N 2.278 -1.557 -0.500 0.023
N 1.413 -1.024 -1.406 0.098
C 1.647 -1.661 -2.564 -0.229
C 2.613 -2.656 -2.363 0.013
C 2.981 -2.564 -1.039 -0.264
C 3.948 -3.408 -0.280 -0.014
C 1.183 -1.230 -3.945 -0.492
C 1.438 -2.357 -4.956 -0.054
C -0.305 -0.845 -4.040 -0.029
C 2.060 -0.024 -4.328 -0.042
N 1.557 -1.072 1.866 -0.016
N 0.593 -2.014 1.615 0.135
C 0.328 -2.612 2.769 -0.231
C 1.114 -2.033 3.794 0.037
C 1.868 -1.069 3.189 -0.302
C 2.918 -0.177 3.766 -0.016
C -0.483 -3.874 2.968 -0.523
C -1.580 -4.043 1.928 -0.035
C -1.134 -3.873 4.358 -0.051
C 0.506 -5.050 2.873 -0.045
C 1.914 4.148 0.212 -0.532
C 1.909 4.675 1.658 -0.037
C 2.791 5.069 -0.651 -0.060
C 0.497 4.207 -0.339 -0.049
H 6.220 1.214 0.494 0.077
H 5.502 -0.287 -0.111 0.077
H 5.497 0.054 1.620 0.073
H 4.678 3.333 0.308 0.103
H 3.679 -1.282 1.205 0.118
H 2.995 -3.364 -3.077 0.110
H 4.158 -4.313 -0.848 0.080
H 3.533 -3.683 0.689 0.083
H 4.889 -2.882 -0.106 0.074
H 0.943 -3.272 -4.631 0.072
H 2.503 -2.551 -5.098 0.077
H 1.022 -2.067 -5.923 0.087
H -0.750 -0.765 -3.059 0.035
H -0.854 -1.610 -4.586 0.074
H -0.427 0.101 -4.569 0.096
H 3.119 -0.279 -4.250 0.085
H 1.859 0.817 -3.663 0.076
H 1.852 0.278 -5.358 0.083
H 1.107 -2.289 4.839 0.112
H 2.703 0.018 4.816 0.081
H 2.971 0.774 3.232 0.076
H 3.902 -0.648 3.705 0.081
H -2.255 -3.198 1.986 0.042
H -2.159 -4.946 2.136 0.098
H -1.162 -4.124 0.928 0.055
H -1.753 -2.984 4.461 0.062
H -0.388 -3.898 5.156 0.070
H -1.770 -4.754 4.461 0.084
H 0.958 -5.092 1.879 0.074
H -0.014 -5.992 3.067 0.080
H 1.307 -4.936 3.607 0.077
H 2.912 4.624 2.086 0.081
H 1.235 4.075 2.273 0.072
H 1.574 5.715 1.681 0.083
H 3.760 5.257 -0.188 0.070
H 2.294 6.032 -0.781 0.081
H 2.954 4.631 -1.638 0.090
H -0.152 3.537 0.213 0.034
H 0.493 3.940 -1.396 0.087
H 0.108 5.224 -0.242 0.092
C -5.419 -0.111 0.263 -0.053
C -5.160 -1.573 0.029 -0.276
C -6.279 -2.383 0.224 -0.060
C -6.261 -3.749 0.028 -0.090
C -5.088 -4.347 -0.388 -0.085
C -3.965 -3.567 -0.592 -0.097
C -3.951 -2.183 -0.396 -0.237
P -2.308 -1.290 -0.660 1.106
C -1.664 -2.671 -1.879 -0.267
C -0.584 -3.340 -1.302 -0.148
C -0.026 -4.485 -1.852 -0.085
C -0.520 -4.976 -3.045 -0.097
C -1.572 -4.309 -3.656 -0.069
C -2.166 -3.184 -3.092 -0.290
C -3.330 -2.576 -3.820 -0.036
C -2.938 0.014 -1.838 -0.264
C -4.223 -0.010 -2.390 -0.133
C -4.678 0.999 -3.216 -0.082
C -3.844 2.068 -3.513 -0.088
C -2.571 2.099 -2.982 -0.054
C -2.091 1.085 -2.143 -0.312
C -0.706 1.201 -1.591 -0.207
H -5.453 0.078 1.330 0.070
H -4.655 0.542 -0.132 0.061
H -6.383 0.170 -0.170 0.088
H -7.193 -1.909 0.563 0.112
H -7.154 -4.338 0.202 0.094
H -5.038 -5.419 -0.539 0.096
H -3.058 -4.063 -0.906 0.093
H -0.190 -2.959 -0.369 0.052
H 0.790 -4.988 -1.347 0.104
H -0.096 -5.863 -3.501 0.098
H -1.955 -4.684 -4.599 0.105
H -4.217 -2.591 -3.187 0.076
H -3.546 -3.136 -4.730 0.078
H -3.123 -1.540 -4.086 0.071
H -4.897 -0.816 -2.142 0.093
H -5.682 0.955 -3.619 0.101
H -4.191 2.876 -4.147 0.095
H -1.914 2.929 -3.221 0.110
H -0.596 2.231 -1.257 0.014
H -0.007 1.108 -2.427 0.047
O -4.075 -2.138 2.507 -0.325
S -3.191 -0.994 2.643 0.326
O -2.057 -1.265 3.524 -0.356
O -2.543 -0.722 1.204 -0.534
O -3.910 0.197 3.086 -0.360
N -1.013 2.535 3.200 0.095
C -1.932 3.079 2.335 -0.069
C -1.769 2.422 1.166 -0.134
N -0.783 1.466 1.306 -0.022
C -0.379 1.538 2.551 -0.144
H -1.031 2.633 4.198 0.158
H -2.616 3.852 2.631 0.117
H -2.314 2.539 0.244 0.122
H 0.387 0.943 3.003 0.121
```

Computed properties:
Highest occupied orbital energy (spin up / spin down) (eV): -5.07 / -4.99
Spin multiplicity: 4
Total charge: -1
<S²>: 4.013
Relative energy (zero: lowest compared OMol25 entry of this formula, charge and spin) (kcal/mol): 11.17

Record 3
A structure of composition C48H65IrN5O2PS, computed with the ωB97M-V functional and the def2-TZVPD basis.

Structure (XYZ):
```
123
Properties=species:S:1:pos:R:3:lowdin_charge:R:1
Ir 0.127 0.122 -0.093 0.969
O -2.828 -0.872 2.993 0.099
C -2.234 -0.598 1.969 -0.506
N -1.025 -0.004 1.876 0.017
C -0.410 0.514 2.985 -0.440
O -0.928 1.124 3.890 0.134
C 1.069 0.203 2.970 -0.198
C 1.799 0.196 4.154 0.026
C 3.126 -0.194 4.110 -0.034
C 3.691 -0.530 2.889 -0.035
C 2.897 -0.476 1.757 -0.169
N 1.620 -0.132 1.812 -0.073
C -2.777 -1.082 0.643 -0.219
C -4.051 -1.645 0.635 0.014
C -4.559 -2.146 -0.549 -0.028
C -3.752 -2.108 -1.677 -0.034
C -2.487 -1.554 -1.570 -0.139
N -2.014 -1.025 -0.449 0.030
H 1.312 0.488 5.071 0.126
H 3.711 -0.235 5.015 0.114
H 4.729 -0.815 2.812 0.110
H 3.291 -0.698 0.775 0.104
H -4.600 -1.679 1.563 0.128
H -5.551 -2.567 -0.590 0.118
H -4.092 -2.502 -2.621 0.112
H -1.824 -1.535 -2.422 0.101
C 2.477 -3.158 -6.225 -0.030
C 3.422 -2.192 -5.494 -0.555
C 4.683 -2.933 -5.030 -0.031
C 3.839 -1.086 -6.467 -0.054
C 2.687 -1.644 -4.288 -0.136
C 2.402 -0.292 -4.122 0.022
C 1.674 0.123 -3.025 -0.171
N 1.205 -0.700 -2.097 0.011
C 1.504 -2.004 -2.201 -0.181
C 2.237 -2.491 -3.279 0.060
C 1.047 -2.863 -1.098 -0.191
C 1.137 -4.254 -1.132 0.066
C 0.747 -5.022 -0.042 -0.139
C 0.252 -4.322 1.059 0.026
C 0.182 -2.944 1.022 -0.100
N 0.564 -2.228 -0.024 0.014
C 0.828 -6.535 -0.006 -0.557
C -0.602 -7.091 0.056 -0.031
C 1.522 -7.121 -1.237 -0.056
C 1.611 -6.966 1.243 -0.034
H 2.955 -3.528 -7.128 0.092
H 1.558 -2.649 -6.507 0.092
H 2.219 -4.010 -5.601 0.080
H 5.218 -3.326 -5.891 0.092
H 4.443 -3.765 -4.373 0.078
H 5.345 -2.255 -4.497 0.095
H 4.349 -1.527 -7.319 0.092
H 4.523 -0.388 -5.991 0.091
H 2.975 -0.542 -6.842 0.087
H 2.724 0.449 -4.832 0.114
H 1.459 1.171 -2.886 0.055
H 2.459 -3.544 -3.336 0.109
H 1.514 -4.738 -2.014 0.099
H -0.076 -4.837 1.946 0.120
H -0.193 -2.392 1.874 0.110
H -1.172 -6.776 -0.816 0.092
H -1.124 -6.752 0.947 0.083
H -0.570 -8.177 0.072 0.092
H 0.968 -6.907 -2.148 0.086
H 1.579 -8.201 -1.132 0.091
H 2.537 -6.742 -1.333 0.091
H 1.108 -6.670 2.158 0.078
H 2.605 -6.525 1.238 0.095
H 1.716 -8.047 1.257 0.091
S 1.804 1.834 -0.243 0.321
C 0.880 6.528 -0.276 -0.187
C 1.653 5.373 -0.902 -0.207
C 0.709 4.462 -1.687 -0.256
C -0.594 4.173 -0.923 -0.430
C -0.425 4.510 0.556 -0.226
C -0.156 6.007 0.730 -0.177
P -1.235 2.421 -1.195 1.117
C -3.041 2.670 -0.715 -0.401
C -4.068 1.923 -1.565 -0.196
C -5.479 2.324 -1.127 -0.180
C -5.710 2.022 0.350 -0.192
C -4.656 2.718 1.201 -0.172
C -3.265 2.289 0.747 -0.212
C -1.163 2.375 -3.070 -0.421
C -1.484 0.982 -3.606 -0.241
C -1.083 0.854 -5.079 -0.172
C -1.333 2.163 -5.840 -0.185
C -2.442 2.961 -5.161 -0.188
C -1.955 3.473 -3.802 -0.186
H 0.382 7.087 -1.069 0.112
H 1.574 7.212 0.213 0.110
H 2.154 4.801 -0.120 0.091
H 2.422 5.757 -1.576 0.117
H 1.246 3.531 -1.885 0.009
H 0.474 4.932 -2.642 0.110
H -1.389 4.819 -1.320 0.118
H 0.400 3.923 0.966 0.072
H -1.321 4.253 1.120 0.094
H 0.183 6.180 1.751 0.113
H -1.093 6.553 0.602 0.111
H -3.225 3.747 -0.825 0.120
H -3.938 0.845 -1.446 0.100
H -3.959 2.165 -2.620 0.088
H -6.214 1.797 -1.738 0.115
H -5.614 3.395 -1.299 0.120
H -5.652 0.944 0.516 0.105
H -6.706 2.354 0.641 0.114
H -4.793 2.461 2.252 0.120
H -4.761 3.802 1.105 0.120
H -3.183 1.208 0.841 0.075
H -2.511 2.726 1.400 0.097
H -0.100 2.536 -3.277 0.087
H -2.543 0.762 -3.497 0.096
H -0.935 0.253 -3.009 0.044
H -1.662 0.047 -5.532 0.115
H -0.029 0.581 -5.161 0.088
H -1.602 1.940 -6.872 0.112
H -0.425 2.770 -5.857 0.115
H -3.319 2.324 -5.042 0.113
H -2.733 3.809 -5.782 0.117
H -2.805 3.827 -3.220 0.099
H -1.306 4.334 -3.971 0.110
```

Computed properties:
Highest occupied orbital energy (spin up / spin down) (eV): -10.19 / -10.11
Spin multiplicity: 2
Total charge: +1
<S²>: 1.067
Relative energy (zero: lowest compared OMol25 entry of this formula, charge and spin) (kcal/mol): 87.11

- Which of these has the highest spin multiplicity?
  number 2